# 1
This record from the Open Molecules 2025 dataset describes a structure of composition C53H53FN7O6TeW. The level of theory is wB97M-V/def2-TZVPD.

Last column: Löwdin spin population.
Geometry (Å):
W 1.353 -0.431 -0.028  0.7952
Te 1.104 -3.585 1.265  0.0427
F -2.950 4.387 0.097  0.0000
O -3.401 3.435 -1.886  0.0012
O 3.366 -1.185 3.208  0.0003
O 4.460 1.210 -1.626  -0.0023
O 0.913 1.561 0.233  0.0143
O 2.389 0.338 -1.593  0.0487
O -3.643 2.253 -3.829  0.0010
N 2.194 4.850 -1.755  -0.0002
N 1.051 -1.758 -1.788  0.0043
N -2.383 6.447 -1.778  0.0001
N -0.665 -0.217 -0.787  0.0049
N 2.683 -0.658 1.084  -0.0370
N -0.101 -0.395 1.677  0.0053
N -3.664 8.608 -2.351  0.0000
C -3.664 -3.533 5.564  0.0000
C 0.891 4.799 -1.267  -0.0001
C 0.968 -2.791 -4.339  0.0092
C 1.379 2.568 -0.387  0.0027
C -2.575 1.254 -1.974  0.0093
C 1.459 -5.610 0.810  0.0179
C -3.337 2.431 -2.646  0.0006
C -0.071 5.756 -1.613  -0.0001
C 0.029 -1.861 -3.927  0.0003
C 2.857 7.304 -1.773  0.0000
C 3.903 -5.275 1.506  0.0002
C -3.775 6.380 -1.298  0.0000
C -2.564 -3.561 4.535  0.0002
C 2.653 6.012 -2.507  0.0000
C -2.155 0.561 2.406  0.0014
C -1.707 4.542 -0.358  0.0000
C -2.347 6.718 -3.217  0.0000
C 2.974 3.767 -1.682  0.0005
C 1.959 -3.179 -3.461  -0.0007
C -0.863 -0.383 -2.086  0.0069
C -2.809 -3.228 3.211  -0.0001
C -1.814 -3.286 2.233  0.0000
C -0.522 -3.677 2.616  0.0019
C 1.960 -8.315 0.325  0.0019
C -1.843 0.341 -2.729  -0.0014
C -0.785 3.625 0.011  0.0008
C -0.241 -4.017 3.956  0.0012
C 4.039 6.518 -2.256  0.0000
C -1.835 0.275 3.727  0.0136
C -1.272 0.204 1.413  0.0074
C -2.518 1.185 -0.586  -0.0008
C 1.126 -4.437 4.433  0.0005
C 0.094 -1.366 -2.643  0.0054
C 5.066 -0.713 1.613  -0.0018
C 3.285 1.303 -1.416  0.0038
C 2.744 -6.123 1.035  0.0039
C 0.426 -6.430 0.328  0.0027
C -2.218 -2.952 0.815  -0.0009
C -1.541 0.415 -0.019  0.0071
C 3.659 -0.870 2.090  -0.0024
C -1.276 -3.956 4.884  0.0001
C 2.966 -7.470 0.781  0.0005
C 0.700 -7.777 0.104  0.0002
C -1.399 5.600 -1.244  0.0001
C -0.635 -0.334 4.000  -0.0007
C 2.580 2.589 -1.099  0.0006
C -4.589 7.471 -1.999  0.0000
C 0.519 3.700 -0.488  -0.0006
C 0.215 -0.640 2.952  0.0158
C 2.241 -9.775 0.088  0.0004
C -0.970 -5.929 0.067  0.0013
C 1.975 -2.623 -2.201  0.0097
C -2.699 8.187 -3.443  0.0000
H 3.108 -9.906 -0.561  0.0001
H 5.338 -1.616 1.058  0.0001
H 1.099 -4.678 5.495  0.0000
H 2.745 -2.875 -1.490  0.0017
H -3.296 -3.189 6.531  0.0000
H -5.385 7.848 -1.365  0.0000
H 1.480 -5.320 3.899  0.0001
H 3.930 3.827 -2.187  0.0000
H 2.271 6.036 -3.518  0.0000
H -3.129 8.863 -1.523  0.0000
H -4.190 9.432 -2.637  0.0000
H 2.460 -10.284 1.028  0.0001
H 2.598 8.220 -2.288  0.0000
H 2.719 -3.895 -3.742  -0.0003
H -4.255 5.422 -1.505  0.0000
H -1.369 -2.697 0.186  -0.0005
H 2.668 7.296 -0.706  0.0000
H -1.367 6.516 -3.633  0.0000
H -0.962 -4.913 -0.331  0.0009
H 0.218 6.596 -2.231  0.0000
H -0.339 -0.582 5.011  -0.0003
H -0.098 -8.419 -0.260  0.0000
H -2.930 -2.122 0.802  0.0000
H -1.067 -4.225 5.916  0.0000
H 3.607 -4.554 2.266  0.0000
H -3.195 8.349 -4.397  0.0000
H -3.168 1.846 -0.023  -0.0002
H -1.560 -5.913 0.987  0.0001
H -0.756 -1.528 -4.592  -0.0001
H -5.024 7.135 -2.937  0.0000
H 4.690 -5.906 1.919  0.0000
H -3.790 6.541 -0.223  0.0000
H -2.719 -3.806 0.355  0.0000
H 4.631 6.015 -1.501  0.0000
H 1.178 -1.097 3.128  0.0005
H 3.959 -7.875 0.952  0.0001
H -3.812 -2.924 2.918  0.0000
H -2.016 0.320 -3.800  -0.0002
H 0.928 -3.201 -5.340  0.0004
H -4.073 -4.536 5.710  0.0000
H 4.594 6.877 -3.112  0.0000
H 5.163 0.128 0.925  -0.0001
H 5.732 -0.611 2.465  -0.0004
H -3.098 1.027 2.149  -0.0001
H -2.524 0.527 4.524  0.0007
H 4.342 -4.709 0.677  0.0000
H 1.863 -3.643 4.280  0.0001
H -1.484 -6.576 -0.647  0.0001
H -3.047 6.063 -3.746  0.0000
H -4.484 -2.886 5.255  0.0000
H -1.835 8.841 -3.369  0.0000
H 1.391 -10.275 -0.374  0.0000
H -1.088 2.784 0.618  0.0004

## Properties
Frontier orbital gap (spin up / spin down) ... 6.22 / 5.77 eV
HOMO (spin up / spin down) ... -0.41705 / -0.42026 Ha
Spin multiplicity ... 2
Energy ... -3320.76515 Eh
Energy relative to the best compared isomer or geometry (same formula, charge and spin) ... 69.1 kJ/mol
Charge ... +2

# 2
This record from the Open Molecules 2025 dataset describes the molecule CHN3O2. The level of theory is wB97M-V/def2-TZVPD.

Last column: natural (NBO) charge in e.
Geometry (Å):
O -0.299 -0.413 1.871  -0.6196
O -0.470 0.255 -1.410  -0.0942
N 1.110 0.073 0.049  -0.2934
N -1.077 -0.003 -0.217  -0.1620
N 0.833 0.225 -1.212  0.1483
C -0.084 -0.118 0.605  0.5168
H 0.591 -0.099 2.339  0.5041

## Properties
Frontier orbital gap ... 11.14 eV
Structure (SMILES) ... Oc1nnon1
HOMO ... -0.40937 Ha
Energy ... -353.35084 Eh
Energy relative to the best compared isomer or geometry (same formula, charge and spin) ... 216.1 kJ/mol
Charge ... 0

# 3
This record from the Open Molecules 2025 dataset describes a structure of composition C17H8Cl5CsN2S2. The level of theory is wB97M-V/def2-TZVPD.

Last column: natural (NBO) charge in e.
Geometry (Å):
Cs -0.284 -1.231 0.093  0.9194
Cl -1.982 1.351 5.677  -0.0058
Cl -2.081 1.806 2.579  -0.0682
Cl 0.443 -0.145 6.961  0.0044
Cl 2.677 -0.705 2.055  -0.0619
Cl 2.778 -1.164 5.153  -0.0029
S 0.026 -4.083 -1.146  -0.4801
S -2.124 -2.226 -2.178  -0.4954
N -4.386 -4.725 -3.816  -0.4694
N -1.362 -7.364 -2.367  -0.4684
C -0.198 1.854 -3.114  -0.1971
C 1.030 1.335 -3.500  -0.2246
C -2.143 -4.910 -2.551  -0.5435
C 0.804 2.810 -1.127  -0.0161
C -1.672 -6.252 -2.438  0.3553
C -0.689 0.775 4.666  -0.1034
C 2.145 1.558 -2.705  -0.2279
C 2.030 2.289 -1.528  -0.1774
C 0.672 3.584 0.159  -0.6357
C 0.304 0.537 2.427  -0.3638
C 1.345 -0.111 3.061  -0.0874
C -3.374 -4.768 -3.256  0.3557
C 0.390 0.111 5.249  -0.1077
C -0.305 2.589 -1.940  -0.2262
C 1.425 -0.341 4.434  -0.1022
C -0.690 0.961 3.286  -0.0791
C -1.451 -3.808 -1.992  -0.1898
H 2.898 2.429 -0.894  0.1971
H 1.109 0.734 -4.397  0.2147
H 3.104 1.141 -2.987  0.2043
H -0.279 3.367 0.648  0.2361
H -1.273 2.965 -1.628  0.2077
H 1.466 3.318 0.856  0.2226
H -1.079 1.659 -3.711  0.2184
H 0.724 4.660 -0.028  0.1982

## Properties
Frontier orbital gap ... 5.10 eV
HOMO ... -0.05479 Ha
Energy ... -3879.66753 Eh
Energy relative to the best compared isomer or geometry (same formula, charge and spin) ... 21.4 kJ/mol
Charge ... -2

# 4
This record from the Open Molecules 2025 dataset describes a cluster of 9 separate species, C45H45N9 in total. The level of theory is wB97M-V/def2-TZVPD.

Last column: Löwdin charge in e.
Geometry (Å):
N 7.814 17.946 -2.309  0.0571
N 10.275 18.277 3.444  0.0591
N 8.519 15.819 6.762  0.0721
N 4.793 19.176 2.204  0.0548
N 8.582 21.508 1.843  0.0661
N 10.553 11.882 5.744  0.0492
N 10.592 20.224 8.715  0.0603
N 16.801 13.190 3.377  0.0487
N 11.125 14.558 -0.928  0.0607
C 6.032 17.698 4.165  -0.0698
C 16.426 12.585 4.504  -0.1551
C 10.892 19.839 5.996  -0.1118
C 16.117 14.271 3.012  -0.1552
C 7.818 22.435 2.417  -0.1534
C 6.135 17.017 -0.297  -0.0825
C 10.348 22.160 3.380  -0.0803
C 11.362 15.921 2.526  -0.0830
C 10.062 17.881 2.173  -0.1432
C 10.536 12.091 -2.093  -0.0795
C 15.088 14.820 3.773  -0.0798
C 11.747 19.237 6.897  -0.0680
C 9.530 13.735 4.532  -0.0577
C 8.700 17.132 6.633  -0.1399
C 11.580 16.317 3.815  -0.0523
C 14.660 14.170 4.923  -0.0778
C 11.847 13.463 -0.695  -0.1639
C 8.635 15.329 8.012  -0.1513
C 5.615 17.326 -1.548  -0.0612
C 15.344 13.003 5.269  -0.0719
C 9.800 21.354 2.392  -0.1547
C 10.976 11.356 4.575  -0.1510
C 6.111 19.251 2.365  -0.1627
C 9.751 13.209 -2.369  -0.0649
C 8.795 17.522 8.979  -0.0592
C 8.293 23.315 3.392  -0.0757
C 8.848 18.015 7.702  -0.0757
C 6.508 17.757 -2.515  -0.1554
C 8.302 17.567 -1.128  -0.1710
C 9.865 20.635 6.463  -0.0717
C 9.565 23.185 3.914  -0.0807
C 10.772 11.993 3.364  -0.0713
C 8.772 16.129 9.136  -0.0575
C 10.551 16.681 1.686  -0.0526
C 9.777 20.827 7.844  -0.1686
C 10.039 13.173 3.377  -0.1098
C 7.501 17.101 -0.078  -0.0737
C 10.991 17.505 4.248  -0.1541
C 4.656 17.614 3.996  -0.0725
C 11.497 19.373 8.252  -0.1503
C 11.640 12.217 -1.273  -0.0689
C 6.786 18.539 3.350  -0.0623
C 9.872 13.030 5.695  -0.1457
C 4.076 18.413 3.028  -0.1612
C 10.090 14.411 -1.786  -0.1272
H 9.496 15.308 -1.904  0.0835
H 9.382 17.591 -1.029  0.0938
H 8.490 14.268 8.161  0.0926
H 7.965 16.918 0.879  0.0738
H 12.115 15.679 4.507  0.0936
H 9.540 13.269 6.695  0.0664
H 8.956 19.084 7.565  0.0526
H 12.132 18.814 8.931  0.1129
H 11.734 14.993 2.109  0.0936
H 6.641 20.045 1.853  0.0761
H 8.630 17.447 5.598  0.0825
H 4.058 17.083 4.725  0.1004
H 14.672 15.784 3.509  0.0933
H 3.005 18.501 2.887  0.1006
H 8.888 18.126 9.872  0.1096
H 13.905 14.568 5.585  0.0954
H 5.578 16.523 0.491  0.1078
H 11.030 11.574 2.401  0.0955
H 10.244 11.164 -2.573  0.1062
H 8.819 15.675 10.116  0.1006
H 12.454 18.496 6.539  0.1076
H 12.166 11.317 -0.987  0.1028
H 11.087 17.798 5.287  0.0565
H 17.041 11.743 4.798  0.1017
H 4.547 17.204 -1.658  0.1022
H 9.965 23.941 4.574  0.1088
H 10.431 20.645 1.872  0.0915
H 9.020 14.682 4.513  0.0841
H 11.326 21.932 3.780  0.1025
H 7.645 24.123 3.709  0.1011
H 9.129 21.002 5.761  0.1085
H 9.818 13.646 2.425  0.0977
H 8.909 13.088 -3.036  0.1041
H 11.654 10.519 4.694  0.0990
H 12.618 13.591 0.061  0.0994
H 9.496 18.573 1.561  0.0908
H 6.492 17.151 4.980  0.0830
H 10.975 19.759 4.918  0.0716
H 16.444 14.684 2.065  0.1022
H 7.849 18.652 3.525  0.0669
H 6.828 22.656 2.036  0.1075
H 6.175 18.117 -3.483  0.1014
H 10.533 16.437 0.632  0.0725
H 15.090 12.445 6.161  0.1000
H 9.016 21.495 8.227  0.1142

## Properties
Frontier orbital gap ... 9.88 eV
Structure (SMILES) ... c1ccncc1.c1ccncc1.c1ccncc1.c1ccncc1.c1ccncc1.c1ccncc1.c1ccncc1.c1ccncc1.c1ccncc1
HOMO ... -0.34623 Ha
Energy ... -2234.46209 Eh
Energy relative to the best compared isomer or geometry (same formula, charge and spin) ... 125.9 kJ/mol
Charge ... 0

# 5
This record from the Open Molecules 2025 dataset describes a cluster of 6 separate species, C4H18O5 in total. The level of theory is wB97M-V/def2-TZVPD.

Last column: natural (NBO) charge in e.
Geometry (Å):
O 2.974 -1.472 -1.599  -0.9312
O -2.780 0.082 -0.039  -0.9540
O 2.128 -1.935 1.859  -0.9533
O -3.085 0.491 2.663  -0.9605
O -0.395 0.498 3.696  -0.9487
C 0.081 -0.885 -2.637  -0.4385
C 0.215 -0.071 -1.594  -0.1910
C 1.202 2.157 -1.802  -0.6039
C -0.161 1.405 -1.812  -0.4465
H 0.277 -0.207 -0.526  0.2341
H -0.527 1.539 -2.834  0.2046
H 2.411 -2.853 1.941  0.4758
H 1.110 3.084 -2.350  0.2113
H -2.571 1.243 2.986  0.4706
H -2.548 0.151 -0.977  0.4849
H 1.961 1.653 -2.374  0.2009
H -3.553 -0.499 -0.154  0.4804
H -0.173 1.027 2.919  0.4606
H 0.496 -1.899 -2.629  0.1877
H 1.992 -1.641 -1.484  0.4711
H 2.947 -0.639 -2.082  0.4615
H -0.793 1.798 -1.023  0.2116
H -2.654 0.248 1.825  0.4846
H -0.123 -0.756 -3.720  0.2148
H 2.263 -1.459 2.680  0.4786
H -1.088 -0.103 3.394  0.4842
H 1.595 2.423 -0.803  0.2103

## Properties
Frontier orbital gap ... 10.59 eV
Structure (SMILES) ... C=CCC.O.O.O.O.O
HOMO ... -0.37470 Ha
Energy ... -539.32334 Eh
Energy relative to the best compared isomer or geometry (same formula, charge and spin) ... 152.1 kJ/mol
Charge ... 0

# 6
This record from the Open Molecules 2025 dataset describes a structure of composition C3H4HoLiO4. The level of theory is wB97M-V/def2-TZVPD.

Last column: Löwdin spin population.
Geometry (Å):
Ho 1.585 1.277 0.543  3.0030
O -1.342 0.322 0.391  0.0060
O 0.367 -0.130 -1.226  0.3024
O 0.722 -1.116 0.723  0.6659
O -1.033 -1.736 -0.666  0.0359
C -2.329 -1.718 -0.118  0.0008
C -2.620 -0.273 0.287  -0.0003
C -0.262 -0.692 -0.170  -0.0129
Li -0.688 1.742 -0.766  -0.0017
H -3.226 0.225 -0.471  0.0000
H -3.056 -2.041 -0.864  0.0003
H -3.122 -0.249 1.256  -0.0001
H -2.362 -2.366 0.760  0.0008

## Properties
Frontier orbital gap (spin up / spin down) ... 7.05 / 6.37 eV
HOMO (spin up / spin down) ... -0.65353 / -0.64749 Ha
Spin multiplicity ... 5
Energy ... -1372.51575 Eh
Energy relative to the best compared isomer or geometry (same formula, charge and spin) ... 51.3 kJ/mol
Charge ... +2